This record from the Open Molecules 2025 dataset describes one molecule with the formula C17H23N3O3. The level of theory is ωB97M-V with the def2-TZVPD basis set.

Cartesian coordinates (Å):
C -5.393 -1.519 0.904
H -6.436 -1.785 1.056
H -4.943 -2.258 0.246
H -4.888 -1.552 1.866
C -5.308 -0.117 0.291
N -3.977 0.393 0.029
C -3.229 -0.341 -0.971
H -3.870 -0.511 -1.838
C -2.016 0.500 -1.383
N -1.196 0.762 -0.223
C -0.027 0.164 0.095
O 0.503 0.296 1.180
C 0.627 -0.665 -1.017
N 1.894 -1.200 -0.569
C 1.973 -2.538 -0.361
O 1.055 -3.300 -0.593
C 3.335 -3.038 0.094
H 3.203 -3.973 0.642
O 4.034 -2.161 0.944
C 3.997 -0.848 0.562
C 5.011 -0.007 0.987
C 5.005 1.329 0.631
C 3.992 1.842 -0.165
C 2.969 0.997 -0.578
C 2.948 -0.341 -0.213
H 2.171 1.411 -1.173
C 3.966 3.287 -0.562
H 3.830 3.389 -1.637
H 4.890 3.783 -0.277
H 3.136 3.795 -0.070
H 5.800 1.974 0.974
H 5.793 -0.419 1.605
H 3.930 -3.245 -0.813
H 0.002 -1.537 -1.240
H 0.767 -0.072 -1.925
C -1.942 1.446 0.817
C -3.162 0.610 1.208
H -3.753 1.150 1.951
H -2.807 -0.334 1.655
H -1.280 1.587 1.671
H -2.268 2.416 0.431
H -1.452 -0.006 -2.163
H -2.371 1.462 -1.768
H -2.869 -1.317 -0.600
H -5.847 -0.107 -0.660
H -5.796 0.598 0.960

Computed properties:
Electronic energy, Ha: -1051.60844
E_HOMO, hartree: -0.295
Spin multiplicity: 1
Net charge: 0
Energy above the lowest of the compared OMol25 structures with the same formula, charge and spin, kcal/mol: 42.18

This record from the Open Molecules 2025 dataset describes a 3-piece molecular cluster, C24H39BrN5O2P2S overall at a distorted geometry. The level of theory is ωB97M-V with the def2-TZVPD basis set.

Cartesian coordinates (Å):
C -3.693 4.575 0.165
C -2.395 5.252 -0.251
S -0.840 4.710 0.553
C -1.272 3.081 1.215
C -0.063 2.265 1.717
O 0.207 2.481 3.096
N 0.057 3.887 3.538
O 0.267 3.957 4.668
C -0.270 0.712 1.673
C -1.415 0.114 0.826
C -1.202 -0.259 -0.640
C -2.385 -1.008 -1.210
Br -0.836 1.311 -1.764
N 1.102 0.261 1.267
P 1.539 -1.404 1.166
N 0.686 -2.433 1.923
C 1.670 1.269 0.571
N 2.636 1.067 -0.309
P 3.658 2.186 -1.323
C 2.382 3.303 -2.034
C 3.755 0.925 -2.651
N 1.154 2.483 0.883
C 2.114 3.552 1.220
H -4.470 4.827 -0.559
H -4.033 4.914 1.145
H -3.625 3.487 0.183
H -2.247 5.178 -1.328
H -2.451 6.311 0.001
H -1.737 2.525 0.410
H -1.978 3.168 2.043
H -0.442 0.423 2.709
H -2.277 0.777 0.919
H -1.729 -0.819 1.308
H -0.302 -0.860 -0.751
H -2.444 -1.993 -0.747
H -2.291 -1.140 -2.286
H -3.320 -0.477 -1.016
H 1.690 -1.600 -0.228
H 2.893 -1.297 1.523
H -0.108 -2.073 2.437
H 2.908 0.101 -0.431
H 2.747 4.326 -1.928
H 2.252 3.078 -3.092
H 1.414 3.234 -1.544
H 2.790 0.795 -3.142
H 4.083 -0.030 -2.233
H 4.502 1.256 -3.375
H 1.836 4.481 0.726
H 2.131 3.695 2.296
H 3.114 3.259 0.911
C -2.760 -3.570 2.196
C -4.130 -3.384 2.062
C -4.950 -3.475 3.179
C -4.399 -3.749 4.424
C -3.030 -3.932 4.555
C -2.210 -3.841 3.438
H -2.112 -3.519 1.330
H -4.562 -3.182 1.090
H -6.019 -3.340 3.078
H -5.040 -3.825 5.292
H -2.602 -4.148 5.526
H -1.142 -3.995 3.532
C 3.363 -4.982 -3.680
C 3.504 -4.537 -4.987
C 3.242 -3.211 -5.305
C 2.841 -2.329 -4.312
C 2.700 -2.775 -3.006
C 2.959 -4.101 -2.686
H 3.565 -6.016 -3.435
H 3.818 -5.225 -5.760
H 3.350 -2.867 -6.325
H 2.633 -1.295 -4.561
H 2.378 -2.086 -2.230
H 2.844 -4.451 -1.668

Computed properties:
Electronic energy, Ha: -5016.75143
E_HOMO, hartree: -0.417
Spin multiplicity: 1
Net charge: +1

This record from the Open Molecules 2025 dataset describes C24H37N3P2STb as an isolated structure at a distorted geometry. The level of theory is ωB97M-V with the def2-TZVPD basis set.

Cartesian coordinates (Å):
C 2.593 3.738 -2.643
C 1.336 3.237 -2.310
C 0.842 2.111 -3.044
C 1.598 1.545 -4.087
C 2.793 2.163 -4.461
C 3.326 3.218 -3.713
C 1.185 0.225 -4.663
C -0.304 0.037 -4.570
C -1.023 0.684 -3.549
C -2.422 0.411 -3.338
C -3.019 -0.572 -4.133
C -2.331 -1.153 -5.190
C -1.004 -0.798 -5.444
H 3.052 4.516 -2.029
H 3.323 1.734 -5.303
H 4.313 3.603 -3.964
H 1.516 0.134 -5.706
H -4.030 -0.929 -3.896
H -2.793 -1.923 -5.797
H -0.454 -1.218 -6.271
N -0.295 1.429 -2.608
Tb -0.105 0.296 -0.738
C 0.635 3.733 -1.050
H -0.430 3.924 -1.241
H 1.118 4.641 -0.668
C -3.188 0.974 -2.144
H -3.053 2.060 -2.064
H -4.260 0.747 -2.215
P 0.753 2.530 0.353
P -2.700 0.248 -0.483
C -3.477 -1.375 -0.499
H -3.208 -1.910 0.419
H -4.563 -1.260 -0.559
H -3.120 -1.971 -1.348
C -3.617 1.239 0.716
H -4.687 1.168 0.500
H -3.407 0.848 1.723
H -3.287 2.288 0.682
C 2.503 2.589 0.800
H 2.778 3.628 1.009
H 2.669 1.963 1.685
H 3.124 2.198 -0.020
C -0.113 3.344 1.713
H -0.010 2.706 2.605
H 0.354 4.323 1.876
H -1.181 3.450 1.471
H 1.768 -0.577 -4.236
H 1.952 -0.736 1.209
C 0.116 -5.536 4.050
C 1.088 -4.483 3.548
N 0.324 -3.407 2.854
C 0.709 -2.104 2.879
S 0.658 -1.203 1.400
N 1.153 -1.551 4.009
C 0.764 -1.969 5.376
C 1.975 -1.922 6.290
H -0.659 -5.076 4.679
H 0.660 -6.273 4.645
H -0.369 -6.049 3.212
H 1.689 -4.051 4.357
H 1.789 -4.931 2.814
H -0.037 -3.701 1.947
H 1.422 -0.566 3.918
H -0.005 -1.258 5.725
H 0.311 -2.961 5.322
H 2.318 -0.894 6.426
H 1.712 -2.332 7.267
H 2.801 -2.516 5.873

Computed properties:
Electronic energy, Ha: -3005.93834
E_HOMO (alpha / beta), hartree: -0.305 / -0.345
Spin multiplicity: 7
Net charge: +1

This record from the Open Molecules 2025 dataset describes C34H65ClI4O21P2S as an isolated structure at a distorted geometry. The level of theory is ωB97M-V with the def2-TZVPD basis set.

Cartesian coordinates (Å):
C 7.528 2.394 4.406
C 6.948 1.582 3.106
C 5.277 1.505 3.063
C 4.903 0.900 1.586
C 3.299 1.117 1.166
C 2.474 -0.287 1.265
C 1.267 -0.310 2.417
Cl 1.637 0.736 3.907
O -0.079 -0.325 1.917
C -0.725 0.928 1.588
C -1.453 0.640 0.103
C -0.399 -0.108 -0.961
O 0.619 0.831 -1.455
O 0.226 1.985 1.332
C -0.276 3.328 1.216
C 1.050 4.307 0.919
O 1.769 4.383 2.232
C 2.757 5.473 2.224
C 4.109 4.949 1.449
C -1.997 1.336 2.608
O -3.049 1.826 1.792
C -3.958 2.843 2.210
I -3.557 4.875 1.349
C -4.557 2.865 3.718
I -6.521 1.964 4.335
C -3.907 3.528 4.922
C -4.591 3.494 6.450
I -2.032 4.622 4.820
C -5.297 2.483 1.240
I -4.675 2.302 -0.906
C -6.393 3.704 1.185
C -7.884 2.951 1.069
P -2.420 -0.296 3.589
O -1.117 -0.767 4.702
O -3.774 -0.066 4.717
S -3.005 -1.761 2.431
P 1.468 -2.127 3.141
O 1.730 -2.022 4.894
O 0.020 -3.053 2.862
H 7.006 2.011 5.381
H 7.454 3.557 4.236
H 8.691 2.128 4.469
H 7.440 0.507 2.948
H 7.258 2.205 2.138
H 4.844 2.568 3.292
H 4.991 0.706 3.885
H 5.534 1.540 0.799
H 5.265 -0.207 1.451
H 3.344 1.396 0.006
H 2.809 2.041 1.689
H 2.088 -0.561 0.189
H 3.289 -1.123 1.519
H -1.736 1.645 -0.452
H -2.363 -0.091 0.177
H -1.082 -0.378 -1.902
H 0.010 -1.127 -0.561
H 0.142 1.674 -1.733
H -0.789 3.801 2.154
H -1.000 3.546 0.300
H 0.707 5.375 0.551
H 1.785 3.765 0.188
H 3.078 5.640 3.361
H 2.349 6.508 1.847
H 3.874 3.949 0.858
H 4.487 5.824 0.763
H 4.908 4.652 2.285
H -1.502 2.028 3.402
H -5.590 4.108 6.378
H -4.758 2.373 6.824
H -3.909 4.010 7.251
H -5.732 1.423 1.464
H -6.462 4.354 2.158
H -6.335 4.356 0.186
H -7.767 1.821 0.753
H -8.469 2.961 2.092
H -8.513 3.460 0.191
H -1.218 -0.085 5.453
H -3.550 0.668 5.374
H 1.074 -2.608 5.377
H -0.040 -3.683 3.663
C -4.315 -2.458 -6.389
O -3.568 -3.403 -5.625
C -3.617 -3.201 -4.284
O -4.227 -2.310 -3.716
O -2.870 -4.163 -3.686
C -2.830 -4.075 -2.263
H -4.204 -2.715 -7.446
H -5.378 -2.508 -6.132
H -3.925 -1.446 -6.238
H -3.834 -4.190 -1.841
H -2.382 -3.128 -1.947
H -2.206 -4.892 -1.891
C -1.830 -7.725 -5.254
O -1.585 -8.916 -4.508
C -1.816 -8.796 -3.176
O -2.200 -7.789 -2.602
O -1.545 -9.992 -2.593
C -1.745 -10.015 -1.181
H -1.613 -7.935 -6.305
H -2.880 -7.427 -5.172
H -1.170 -6.918 -4.922
H -2.792 -9.808 -0.936
H -1.082 -9.299 -0.685
H -1.499 -11.018 -0.821
C 2.547 1.783 -3.129
O 3.291 2.165 -4.284
C 2.679 3.096 -5.059
O 1.590 3.604 -4.845
O 3.490 3.365 -6.113
C 2.971 4.335 -7.021
H 3.130 1.035 -2.584
H 2.389 2.643 -2.470
H 1.592 1.332 -3.416
H 2.830 5.297 -6.517
H 2.033 3.987 -7.464
H 3.701 4.472 -7.824
C 1.132 -3.607 -1.301
O 2.452 -3.128 -1.550
C 2.983 -3.543 -2.728
O 2.434 -4.262 -3.548
O 4.230 -3.019 -2.835
C 4.915 -3.374 -4.035
H 0.808 -3.214 -0.333
H 0.440 -3.246 -2.068
H 1.121 -4.700 -1.250
H 4.373 -3.004 -4.912
H 5.055 -4.458 -4.094
H 5.900 -2.901 -4.015

Computed properties:
Electronic energy, Ha: -5645.98352
E_HOMO, hartree: -0.294
Spin multiplicity: 1
Net charge: 0